Entry 1:
Entry from OMol25: a structure of composition C27H55GaIN3 in a non-equilibrium geometry (ωB97M-V/def2-TZVPD).

M ... 618.4 g/mol
HOMO level ... -5.699 eV

Structure (ORCA input):
```
! wB97M-V def2-TZVPD RIJCOSX def2/J DEFGRID3
* xyz 0 1
N -6.86441 1.52050 -2.69594
Ga -8.59291 0.71324 -2.28977
I -9.39512 -0.96417 -4.18053
C -8.66722 -0.26417 -0.46939
C -7.18266 -0.85135 0.02501
C -7.55130 -2.23993 0.88113
C -6.21054 -2.66399 1.74072
C -5.12316 -3.35926 0.67919
C -3.94803 -2.26899 0.21237
C -2.41620 -2.85638 0.41743
C -1.55382 -2.97242 -0.97570
C -1.15959 -1.53919 -1.66704
C -0.10525 -0.74146 -0.67634
C -0.89259 0.56257 -0.06974
C -0.75234 0.76944 1.55043
N -1.92252 1.68613 1.96448
C -3.19612 1.14744 2.60278
C -4.06292 2.52575 2.79834
C -3.19379 3.81937 2.21815
C -1.74929 3.16805 1.70751
H -7.00737 2.27053 -3.42725
H -6.22399 0.78851 -3.07416
H -9.71921 1.88477 -2.22774
H -9.33228 -1.24315 -0.62499
H -9.14750 0.36768 0.41271
H -6.49845 -1.16775 -0.88355
H -6.60841 -0.10946 0.72542
H -8.47538 -1.96400 1.54682
H -7.84105 -3.06596 0.10237
H -6.56164 -3.45423 2.55363
H -5.70519 -1.76232 2.31303
H -4.65486 -4.27291 1.28737
H -5.74392 -3.70376 -0.25440
H -4.07708 -2.00523 -0.92199
H -4.07695 -1.30081 0.87814
H -2.52409 -3.97127 0.82944
H -1.82376 -2.25535 1.24581
H -0.52700 -3.53090 -0.74013
H -2.16459 -3.60608 -1.77276
H -0.62738 -1.70978 -2.72161
H -2.13590 -0.90874 -1.91606
H 0.75919 -0.33864 -1.39428
H 0.42094 -1.42139 0.11772
H -0.43141 1.52342 -0.59765
H -2.06258 0.57011 -0.30550
H 0.27669 1.25669 1.88652
H -0.90613 -0.22019 2.18485
H -3.43844 0.02861 2.84593
H -5.13615 2.51726 3.28798
H -3.51399 4.96201 2.19187
H -0.80332 3.71212 1.24994
C 8.22383 -0.98149 0.86978
C 6.71405 -1.02814 1.03903
C 5.94771 -1.16572 -0.27155
C 5.98485 -0.04187 -1.30457
N 5.52312 1.38027 -0.90700
C 6.53671 2.17841 -0.08426
C 7.64585 2.53023 -1.05936
C 6.95241 2.76149 -2.38781
C 5.53670 2.22556 -2.23762
C 4.07934 1.45203 -0.35956
C 3.86960 1.15684 1.13040
C 3.25234 -0.19890 1.44706
H 8.53504 -0.22868 0.14162
H 8.70061 -0.74372 1.82561
H 8.60367 -1.95451 0.53852
H 6.37686 -0.16361 1.61044
H 6.47671 -1.89520 1.66779
H 4.90643 -1.41987 -0.06968
H 6.33750 -2.06174 -0.77640
H 5.32037 -0.34389 -2.12472
H 6.98913 0.04018 -1.73053
H 6.03330 3.08702 0.26619
H 6.89091 1.60764 0.76952
H 8.35793 1.70150 -1.15580
H 8.22135 3.40071 -0.73505
H 7.48356 2.25567 -3.20144
H 6.92801 3.82832 -2.63804
H 5.20373 1.60027 -3.07170
H 4.84221 3.06447 -2.11840
H 3.45643 0.82698 -1.00816
H 3.76078 2.48888 -0.50232
H 3.13648 1.89599 1.48436
H 4.75995 1.33256 1.73616
H 2.71853 -0.62672 0.59135
H 2.53762 -0.10882 2.27165
H 4.00737 -0.91316 1.78392
*
```



Entry 2:
Entry from OMol25: a structure of composition C27H55NO21S4 in a non-equilibrium geometry (ωB97M-V/def2-TZVPD).

M ... 858.0 g/mol
HOMO level ... -8.325 eV

Structure (ORCA input):
```
! wB97M-V def2-TZVPD RIJCOSX def2/J DEFGRID3
* xyz 0 1
C -3.57640 -22.73080 4.56037
C -3.60620 -21.57402 5.55805
O -4.42438 -20.62404 5.50508
N -2.75805 -21.70251 6.60690
C -2.53725 -20.56027 7.55318
H -3.03395 -22.39118 3.67804
H -4.53719 -23.05928 4.16402
H -3.03188 -23.61901 4.88081
H -2.10889 -22.47241 6.68392
H -1.55118 -20.15854 7.31998
H -2.40143 -20.90846 8.57710
H -3.27645 -19.75929 7.56371
C -6.43135 -21.40439 8.22475
C -4.91651 -21.07517 8.41242
O -4.81229 -19.96945 9.17501
S -6.13212 -19.50531 9.92313
O -6.94868 -18.47072 9.20545
O -6.03128 -19.44351 11.42512
O -6.89559 -20.94294 9.47315
H -6.47445 -22.49259 8.17931
H -6.82239 -20.99750 7.29222
H -4.46116 -20.69698 7.49715
H -4.38598 -21.90191 8.88480
C -10.95457 -17.50018 4.81110
C -12.27550 -17.99180 5.50504
O -12.14735 -19.32986 5.75160
S -11.14664 -20.08202 4.62276
O -11.82092 -20.19731 3.33170
O -10.54692 -21.25884 5.25028
O -10.19247 -18.72114 4.75327
H -10.21266 -16.94455 5.38464
H -11.07658 -17.05127 3.82535
H -13.21298 -17.92744 4.95267
H -12.48097 -17.62098 6.50921
C -8.23709 -22.07963 6.82662
C -9.59338 -21.44470 7.30273
O -10.61805 -22.38088 7.12624
S -10.16491 -23.65091 6.13582
O -10.37571 -23.31828 4.68654
O -10.63733 -24.91477 6.74602
O -8.62407 -23.39372 6.51877
H -7.57386 -21.89236 7.67111
H -7.81208 -21.50016 6.00706
H -9.87911 -20.58990 6.68972
H -9.64290 -21.19483 8.36254
C -7.58848 -21.60170 1.79608
C -7.82137 -21.87631 0.29114
O -6.90227 -22.89237 -0.07610
S -5.64008 -22.99174 0.91576
O -4.35784 -22.53174 0.36759
O -5.70397 -24.20403 1.81920
O -6.21466 -21.77109 1.91464
H -8.16701 -22.31093 2.38803
H -7.91882 -20.60290 2.08137
H -7.68695 -20.93686 -0.24502
H -8.81804 -22.26429 0.08086
C -8.07904 -16.19377 4.91548
C -6.86022 -15.48414 4.55914
C -6.37605 -16.34547 3.35755
O -7.58200 -16.69814 2.65084
C -8.65253 -16.80157 3.66680
H -8.76141 -15.62399 5.54622
H -7.82526 -17.05050 5.53975
H -6.10172 -15.56705 5.33755
H -7.07776 -14.44815 4.29933
H -5.78422 -17.24792 3.51064
H -5.74168 -15.82163 2.64253
H -8.97414 -17.80856 3.93259
H -9.56794 -16.31616 3.32844
C -3.30313 -17.84413 6.87875
C -2.37978 -17.90568 5.58546
C -3.33535 -17.47304 4.46796
O -4.60716 -18.01087 4.89213
C -4.77424 -17.99577 6.35113
H -3.17248 -17.03560 7.59800
H -2.91733 -18.60777 7.55413
H -2.05730 -18.94660 5.56090
H -1.51598 -17.25447 5.71912
H -3.21943 -17.80160 3.43512
H -3.31873 -16.38447 4.52106
H -5.16718 -18.93735 6.73470
H -5.40563 -17.19822 6.74273
C -9.17415 -18.42102 0.31622
C -9.55581 -19.81917 0.48318
C -10.48595 -19.53703 1.69217
O -9.87585 -18.60448 2.52001
C -9.00246 -17.84654 1.71459
H -9.90073 -17.75317 -0.14654
H -8.26341 -18.34550 -0.27786
H -8.70972 -20.46866 0.70769
H -10.14019 -20.23218 -0.33902
H -10.77609 -20.42728 2.25019
H -11.48200 -19.19896 1.40635
H -8.00294 -18.09629 2.07051
H -9.29321 -16.79605 1.71942
C -6.10389 -19.27471 4.26338
C -7.29994 -19.35226 3.39504
C -8.25564 -20.28927 4.14585
O -7.71144 -20.28361 5.44435
C -6.27411 -20.28350 5.40820
H -5.87473 -18.27713 4.63813
H -5.20676 -19.46866 3.67547
H -7.30747 -19.63603 2.34265
H -7.63815 -18.32022 3.48773
H -8.51955 -21.26780 3.74473
H -9.22914 -19.81011 4.24983
H -6.12990 -21.33745 5.17050
H -5.79763 -20.00276 6.34748
*
```



Look up the M of the second one. 858.0 g/mol



HOMO level of number 2 (C27H55NO21S4)? -8.325 eV